ORCA calculation (wB97M-V/def2-TZVPD) on a single C7H14N2 molecule in a non-equilibrium geometry.

The geometry in XYZ format:
```
23
Properties=species:S:1:pos:R:3:forces:R:3
C 2.07815 0.18816 -0.93747 -2.77 -1.05 -0.06
C -0.31633 -0.68157 -1.78603 -0.14 -0.02 0.26
C -1.84718 -0.92620 1.86637 -0.19 -0.11 0.23
C 2.97379 0.36772 0.25566 0.10 0.13 0.48
N 0.35782 -0.20193 -0.57863 6.06 0.46 -2.12
C -0.17798 0.62761 0.28630 -5.77 -1.64 2.24
C -1.83819 -0.05463 0.66568 2.48 2.08 -1.07
C -2.88155 0.38288 -0.02953 0.12 -0.12 0.23
N 0.11388 1.55602 1.08545 0.38 0.16 -0.16
H 1.05338 1.91512 0.98514 0.27 0.09 -0.17
H 2.36450 -0.70086 -1.50198 -0.20 0.07 0.08
H 2.09249 1.04567 -1.61257 -0.31 -0.01 0.12
H -0.97536 -1.51243 -1.52717 -0.12 0.19 -0.05
H 0.41062 -1.06924 -2.50379 0.09 0.14 0.27
H -0.88482 0.11213 -2.27761 -0.03 -0.13 0.01
H -1.27531 -1.84129 1.68703 0.03 0.06 0.05
H -2.86852 -1.21429 2.14987 0.15 0.05 -0.15
H -1.40484 -0.40536 2.72062 0.08 -0.05 -0.12
H -3.90361 0.14273 0.26293 0.14 -0.16 -0.06
H -2.77648 1.03091 -0.89490 0.05 0.00 0.16
H 2.95387 1.38854 0.64689 -0.09 -0.21 0.06
H 2.72882 -0.33633 1.05571 -0.03 0.14 -0.06
H 4.02287 0.18663 -0.01795 -0.28 -0.09 -0.16
```
Positions in Å, forces in eV/Å.

Results
Kohn-Sham gap: 9.586 eV
Lowest unoccupied orbital energy: 0.85 eV
E_HOMO: -8.738 eV
SMILES string: [H]/N=C(/C(=C)C)N(C)CC
ΔE to the lowest compared entry with this formula, charge and spin: 73.8 kcal per mole
Calculated total energy: -10463.16700 eV